Record 1
{"formula": "C2HN3S", "method": "ωB97M-V/def2-TZVPD", "total_energy_ev": -17389.399, "homo_energy_ev": -8.6, "multiplicity": 1, "orbital_gap_ev": 7.38, "elements": ["C", "C", "N", "N", "N", "S", "H"], "positions_angstrom": [[-1.42148, -0.01697, 0.19116], [1.00005, 0.26496, -0.14052], [-0.90765, 1.04357, 0.04067], [0.29469, 1.41046, -0.05303], [0.57258, -0.99049, -0.23452], [2.39846, -0.79573, 0.10926], [-1.93664, -0.91580, 0.08697]], "atomic_forces_ev_per_a": [[0.745, 0.991, 0.022], [-0.534, -3.671, -0.162], [-3.026, -2.606, 0.143], [4.016, 1.804, -0.086], [0.729, 3.109, 0.555], [-0.759, 1.022, -0.314], [-1.172, -0.649, -0.159]]}



Record 2
{"formula": "C2HN4", "method": "ωB97M-V/def2-TZVPD", "total_energy_ev": -8040.424, "homo_energy_ev": -18.1, "multiplicity": 1, "charge": 1, "orbital_gap_ev": 10.70, "elements": ["C", "C", "N", "N", "N", "N", "H"], "positions_angstrom": [[0.84828, 0.78177, -0.60498], [-0.52101, 1.01097, -0.40794], [2.01471, 0.79578, -0.63261], [-1.67866, 1.06431, -0.37969], [0.90129, -2.80710, 1.60750], [1.16967, -1.94315, 0.97505], [-2.73428, 1.09743, -0.55733]], "atomic_forces_ev_per_a": [[0.919, 0.841, 0.678], [-2.063, -0.718, -0.663], [-1.869, -0.174, -0.128], [1.141, 0.057, -0.497], [0.589, 1.705, -1.264], [-0.637, -1.743, 1.295], [1.920, 0.032, 0.579]]}



Record 3
{"formula": "C2HN5O", "method": "ωB97M-V/def2-TZVPD", "total_energy_ev": -11582.393, "homo_energy_ev": -9.9, "smiles": "O=c1ncnnnn1", "multiplicity": 1, "orbital_gap_ev": 8.00, "elements": ["C", "C", "H", "N", "N", "N", "N", "N", "O"], "positions_angstrom": [[-1.10449, -0.30343, -0.44326], [0.94346, -0.62207, -0.35627], [1.89405, -1.18774, -0.48128], [-0.07870, -1.18288, -0.72610], [1.12206, 0.83624, -0.11619], [0.53854, 1.52631, 0.64797], [-0.34518, 0.97108, 1.53783], [-0.94334, -0.09111, 1.10595], [-2.02641, 0.05361, -1.16864]], "atomic_forces_ev_per_a": [[-3.070, 0.710, -0.269], [4.881, 1.458, 0.538], [-0.393, 0.938, 0.347], [-2.748, -1.415, -1.132], [2.361, -3.636, -2.731], [-1.872, 3.735, 1.611], [-0.781, -4.511, -0.649], [-1.266, 3.497, -0.559], [2.888, -0.776, 2.844]]}



Record 4
{"formula": "C2HN5O", "method": "ωB97M-V/def2-TZVPD", "total_energy_ev": -11585.295, "homo_energy_ev": -9.4, "multiplicity": 1, "orbital_gap_ev": 8.91, "elements": ["C", "C", "H", "N", "N", "N", "N", "N", "O"], "positions_angstrom": [[-0.67451, -0.20478, -0.07567], [0.36667, 0.82828, -0.03057], [2.42254, 0.22072, 0.02482], [1.13354, -1.32847, 0.00692], [-0.13439, -1.49955, -0.00736], [-1.94568, -0.07126, -0.04921], [-3.05310, 0.05576, 0.07501], [1.48461, -0.03599, 0.05602], [0.40033, 2.03530, 0.00005]], "atomic_forces_ev_per_a": [[1.757, -0.264, 0.037], [0.643, -0.328, 0.315], [1.637, 0.414, -0.046], [-0.415, -1.393, 0.440], [1.606, 1.126, -0.484], [-2.603, 0.716, 0.713], [0.815, -0.101, -0.441], [-3.040, 0.027, -0.366], [-0.399, -0.197, -0.168]]}